23
Properties=species:S:1:pos:R:3 method="wB97M-V/def2-TZVPD" energy_ha=-3098.828892 de_lowest_kcal_mol=9.29 homo_lumo_gap_ev=8.603
C -2.8275 -1.3764 -0.0326
C -2.5686 -0.2630 -0.9185
C -1.8175 -2.1134 0.4958
C -1.2589 0.1022 -1.0878
C -0.5050 -1.7362 0.3137
C -0.2362 -0.6356 -0.4531
C 1.7165 1.4146 2.1678
C 2.4369 1.3082 3.2120
C 1.1418 -0.1100 -0.7199
C 1.2140 1.1864 0.9355
C 1.4558 0.7727 -1.8835
F 0.3058 2.0837 0.4643
Br 2.5526 -1.4908 -0.5871
H -3.8928 -1.7318 0.2832
H -3.1826 0.4427 -1.3995
H -1.9020 -3.0231 1.1837
H -0.8962 0.8667 -1.6067
H 0.2307 -2.2987 0.7868
H 3.4033 1.6273 3.3592
H 2.1267 1.0760 4.2650
H 0.9306 1.7615 -1.6199
H 0.9102 0.2736 -2.8279
H 2.5536 0.9018 -1.8324